(1)
C23H44Cl3N4NiO3SSi | ωB97M-V with the def2-TZVPD basis set

Geometry as ORCA input:
```
! wB97M-V def2-TZVPD RIJCOSX def2/J DEFGRID3
* xyz -1 3
H 3.33024 0.38889 1.76833
H -1.14770 -3.78287 -6.15795
H 1.02734 -0.24912 5.71593
H -1.91907 1.22305 0.06698
C -0.88466 -2.30523 -4.58422
H 3.70711 4.48801 0.80052
H -1.03030 -2.10875 -6.69079
S 1.02901 0.72017 0.51914
C 0.48567 0.63632 6.09608
H -2.11119 -4.83994 -0.74198
H 1.97953 -2.62964 -1.03465
H 5.36949 1.35723 1.94644
H -2.46158 1.60139 -3.69354
N 2.34846 3.01967 0.15638
H -4.68132 -1.23367 0.81674
Ni 1.20227 -0.48010 2.72671
C -2.20956 -3.97578 -3.33456
O 2.16369 2.97718 3.86345
C -3.02204 -4.37803 -0.34909
H -4.14555 -0.56187 -0.74166
H -0.55201 0.60236 5.71591
C 1.21633 2.99784 6.45996
C -0.56915 -2.48934 -2.06911
H 1.58378 3.18617 -0.51352
H -3.85022 -4.63896 -1.01335
Cl 3.04743 -0.48112 4.09154
H 3.57235 0.86206 -2.97705
H -2.79773 0.41244 -2.39832
C 2.72442 0.24527 -2.67970
H 0.50508 0.68859 7.19655
H -0.62486 2.74626 -3.46832
H 4.94855 2.68940 0.86231
H -1.36384 -3.36754 1.88833
H 1.37830 2.66587 7.49424
H -2.52565 -2.69073 -5.96931
H -1.82831 -1.64154 2.07373
Si -2.66357 -2.54727 -0.06084
H -3.17809 -4.85185 0.62274
H -0.66585 0.07964 -3.04457
H -3.08065 -3.62787 -2.77162
C 1.57834 2.00288 4.31780
C 1.42853 0.60791 -3.07256
H -0.15352 -3.40952 -1.61525
C -3.81265 -1.04273 0.18257
H 1.25700 1.53050 -3.63851
C -1.43053 -2.75283 -5.89841
N -1.68888 2.10888 -1.81376
H -2.98891 2.63460 -0.26445
N 1.15628 1.83353 5.58180
H 2.04841 5.04280 0.56624
O -1.62280 -2.03108 -1.19795
C 4.59898 2.08815 1.70310
C 2.91372 -0.92602 -1.93876
Cl -0.85318 0.40333 3.04506
Cl 2.01317 -2.07183 1.65529
C -2.15600 -2.63719 1.75466
N 3.42681 1.32150 1.33639
H 2.40064 4.04527 2.01249
H 4.42400 2.70304 2.59395
C -1.97453 2.22132 -0.39236
H -3.69274 1.97148 -2.44185
C 0.34934 -0.19999 -2.73672
C -2.72075 1.48481 -2.63374
C 2.65295 4.21003 0.94819
H 1.35301 1.13820 3.59787
C 1.82330 -1.74105 -1.63104
O 0.14454 3.49841 -1.71054
H -1.80244 -4.87797 -2.87068
H 3.91227 -1.19862 -1.58468
H -3.02381 -2.94727 2.37395
H -3.17298 -0.34226 0.74480
C -1.19171 -2.88069 -3.40691
H 2.02764 3.64441 6.10590
H -0.21094 -1.45368 -4.64826
C 2.36473 1.77445 0.68916
C -0.67524 2.82411 -2.35953
H 0.26761 3.55950 6.41370
C 0.54102 -1.43474 -2.11843
H -2.59077 -4.27354 -4.31214
H -1.22604 2.86531 0.07574
*
```

Results
Highest occupied orbital energy (alpha / beta): -0.1730 / -0.1726 hartree
Gap between HOMO and LUMO (alpha / beta): 7.1 / 7.1 eV
Calculated total energy: -133997.25109 eV

(2)
C23H44F7IN4O8PS2 | ωB97M-V with the def2-TZVPD basis set

Geometry as ORCA input:
```
! wB97M-V def2-TZVPD RIJCOSX def2/J DEFGRID3
* xyz 1 1
H -5.25667 -2.11088 -1.83252
H -2.80376 -1.50562 -1.28189
C 1.99165 -2.52897 2.34718
C 1.13851 -1.13163 -4.24620
H 0.41308 5.50811 6.48542
H -2.68649 -2.10331 0.42055
H -3.19593 -4.25616 -0.21084
C -3.42995 3.37111 0.98084
H -5.00991 -3.08106 -0.35961
H -2.34712 0.96003 -4.46626
H 4.19280 -1.05622 2.86943
H 1.41822 2.51022 0.15219
H 6.00521 -0.27056 1.98674
F -3.28766 2.92605 2.20856
H 0.21666 -2.01561 1.35002
H 4.41808 0.51124 3.61634
H 2.21665 -3.85991 -1.82292
H 0.93509 1.41137 -3.44351
C 0.57952 5.40292 5.41605
C 1.50314 -3.30942 -2.45334
N 1.79842 0.13407 1.30016
H 0.82845 1.76120 2.06573
H 1.52404 -3.47369 2.67099
F -2.97437 1.27718 0.00413
C -2.57513 2.55353 -0.09440
H 1.68297 -3.73064 -3.46010
C 1.26088 -2.14916 1.03141
H 1.83850 -1.82442 3.17291
H 5.50799 1.30017 1.84605
H 3.24514 -2.43676 -0.52438
C 4.12294 0.01865 2.66739
C 0.58582 1.79691 -0.03596
C -1.13382 1.49723 -2.90159
C -2.32915 -2.24702 -0.61577
S -0.79071 2.99268 -0.00718
H 1.54593 -1.93635 -4.88610
H 0.04592 -1.29239 -4.30339
H 0.47546 2.67443 -2.47522
F 3.64049 1.54071 -0.35336
F -3.28844 4.66127 0.84649
H -1.17946 -0.44260 1.37231
C 0.35698 1.57118 -2.51770
C 3.28121 -1.42116 -0.10422
H 0.58401 6.39201 4.95263
C -0.70549 0.40947 1.87500
N 5.23211 0.33007 1.71695
O 2.68070 3.03962 -1.84929
C -5.07237 -3.13949 -1.46213
P 1.75461 -1.49745 -2.55146
C 1.01802 -0.49004 -1.06452
H -7.21506 -3.50385 -1.60595
H 0.50512 -3.68434 -2.17161
H 1.47690 -0.21054 -4.73312
O -0.65908 3.58853 1.30873
O -0.89817 -2.21080 -0.68883
C -0.48377 -0.07351 3.33843
H 3.05628 -2.75954 2.21262
H -1.59387 2.48288 -3.10225
N 1.01778 1.03102 -1.28835
C 2.75780 0.60306 2.28769
C 1.85804 -0.89469 0.26638
H -0.21971 4.79414 4.98336
H -6.23591 -4.19588 -2.95585
F -4.70050 3.10742 0.63007
H -6.23342 -4.98355 -1.36543
C -0.48641 -0.94011 -1.12100
H -1.14308 -0.15989 -0.67509
H 1.96230 4.68614 4.25799
H -0.77558 -0.94324 -2.19990
H -1.46865 1.19641 1.99426
C -2.81666 -3.66351 -1.06343
H -1.82871 1.04854 -2.17202
O 1.83805 4.76700 5.20880
O -3.84392 -3.59862 -2.03598
N -1.39907 0.74891 -4.16332
O -0.49799 -1.18315 3.66155
C -6.27368 -4.00642 -1.87174
H 3.93058 -1.55367 0.76613
F 1.27153 -3.37455 0.34664
H -1.96980 -4.22432 -1.48949
F -3.08870 3.02531 -1.24604
S 2.72992 1.63074 -1.62502
H -0.79273 1.14551 -4.88096
C 0.61871 0.97536 1.31619
H 2.24640 0.65547 3.27224
H 3.00683 1.67615 2.08466
I -0.19464 1.41041 4.91182
O 3.37382 1.02169 -2.73034
H 3.82357 -0.81338 -0.83327
O -0.62733 4.14200 -0.86019
*
```

Results
Highest occupied orbital energy: -0.3866 hartree
Gap between HOMO and LUMO: 5.8 eV
Calculated total energy: -104969.75613 eV

(3)
C23H44IN2O3 | ωB97M-V with the def2-TZVPD basis set

Geometry as ORCA input:
```
! wB97M-V def2-TZVPD RIJCOSX def2/J DEFGRID3
* xyz 1 1
C -3.51987 -2.72398 -1.43996
N -4.17156 -3.70474 -1.38082
H -0.82939 -0.16176 -1.32949
C 0.55426 0.96127 2.01660
H -0.09529 2.27883 -4.65867
H 1.98657 -4.57429 -1.41552
H 2.94847 1.93494 2.20656
H 1.11241 0.66066 1.13914
H 2.85419 3.82581 0.01657
I 0.77222 -2.06457 4.76668
C -2.19906 1.46287 -0.93238
H -4.45114 -0.73841 -0.67917
H -3.38276 0.01891 2.69023
H 2.69639 -2.88988 -2.75667
H 3.13949 -4.01772 -0.25068
H -2.52807 2.02500 -0.06112
C 2.92513 0.52519 -0.78060
H -1.33993 0.91965 -3.26905
H 4.70281 -2.22969 -1.87714
C -0.51076 -1.43826 0.68346
H 1.55136 2.72596 -0.23575
H 1.61238 -1.57880 2.22518
H -2.85832 -1.60366 0.98889
H 4.34129 1.68807 0.38142
O -1.80922 2.40550 -1.85172
H 0.94631 0.43129 2.87713
H 1.33163 -3.28676 2.49940
H -1.29678 0.25259 2.81579
C 3.52923 1.84155 -0.32320
H 1.97617 0.70026 -1.28332
C -0.61511 2.82678 -3.88235
C 2.27387 -3.70983 -0.82812
H 4.82914 0.11632 -1.68299
H -1.05326 3.72366 -4.30172
H -0.14744 1.18633 -0.45718
O -2.79966 -1.63359 -1.51356
C -1.02668 0.56200 -0.54969
O -3.23112 0.63266 -1.42947
H -0.76056 -3.24130 1.78816
H 1.46485 -3.47156 -0.14442
C -2.81672 -0.55852 0.69147
H 4.02006 -1.90706 -0.26962
C -3.38878 -0.53934 -0.72395
H 3.98768 2.30510 -1.19536
C 0.86974 2.45479 2.21199
C -5.16183 -0.34252 1.62132
C -0.47428 -2.21637 2.00380
H 2.73083 -0.10698 0.09005
H -1.44916 1.64090 1.76949
H 2.60765 3.68375 2.22743
H 0.69145 2.76006 3.23670
C 0.92404 -2.29871 2.64491
C 2.51133 2.82812 0.26926
H -2.61689 2.08949 -3.71089
H 0.49589 -1.19854 0.36221
C -0.94986 0.68849 1.89045
C 3.82417 -0.29738 -1.71884
C -3.71460 0.17335 1.67095
C -1.66457 1.95360 -3.21453
H -1.21537 -1.87194 2.71414
N -1.33600 -0.16819 0.72125
H 3.48233 -0.23054 -2.74762
H 0.24401 3.04163 1.54196
C 2.60026 -2.51555 -1.74348
H -5.17783 -1.42601 1.52151
H -0.91675 -2.07678 -0.08962
H 1.74391 -1.83902 -1.74533
C 3.88039 -1.76946 -1.33901
C 2.33067 2.72920 1.79654
H -5.72066 0.08036 0.79692
H -3.74642 1.24907 1.52044
H -5.63310 -0.11086 2.56629
H 0.11621 3.15858 -3.15126
*
```

Results
Highest occupied orbital energy: -0.4561 hartree
SMILES: CCCCCCCCCCC[N@+]1(CCCI)C[C@@H](OCC)O[C@@H](OC#N)[C@@H]1CC
Gap between HOMO and LUMO: 10.2 eV
Calculated total energy: -41779.83691 eV

(4)
C23H44InNP3Se | ωB97M-V with the def2-TZVPD basis set

Geometry as ORCA input:
```
! wB97M-V def2-TZVPD RIJCOSX def2/J DEFGRID3
* xyz 3 1
P 1.31555 0.68729 -2.18595
C -5.64177 -3.27124 -2.96694
H 3.67595 0.21660 -1.92131
In 0.16643 -0.00588 0.10309
Se -3.19392 -1.80657 -3.43334
C 0.92749 -3.29514 1.70064
H -0.52872 -1.33661 2.78991
H 0.82360 3.98023 -0.36729
H -5.61987 -3.45672 -4.04410
C -2.09505 2.51779 -1.10825
H 0.29147 4.28774 1.30514
H -2.54728 -1.08634 -2.27165
H 1.30648 1.66423 2.07425
H -1.89439 -1.98294 0.79988
C 3.25154 -2.41341 0.26564
H 4.70817 1.81164 0.79259
C 0.11254 0.10958 -3.43368
H -0.27215 -3.09202 -1.24826
C -5.68826 -2.77874 -0.21158
C 5.39429 2.73751 4.02710
H 1.29226 -4.32429 1.57859
H -1.48913 2.76627 2.66898
H 6.55337 2.80225 2.18640
H -0.70326 4.85321 -0.07104
C 3.17797 1.78686 3.86145
H 3.57954 -3.45530 0.14120
C -2.08088 2.66626 1.74729
H -2.73981 1.79671 1.85469
P -0.95597 2.45545 0.32879
C -6.69219 -3.57244 -0.79574
H 2.24188 1.39240 4.27588
H 4.05963 2.37444 5.70846
H 1.06753 -4.27620 -1.10459
H 3.67830 -1.80162 -0.54194
H -5.70024 -2.58774 0.86657
C -4.62425 -2.48801 -2.37876
C -4.67946 -2.23295 -0.99674
H -0.85195 0.62093 -3.29117
H 3.20925 0.14502 -3.64466
N 2.23065 1.58872 1.66666
C 3.33842 1.77819 2.46005
H -0.16524 -3.30245 1.79647
H 6.20277 3.14429 4.65218
C -0.05501 4.04103 0.28987
C 2.89370 -0.11654 -2.62248
H 0.66045 3.02923 -2.43569
H -0.06381 -0.96972 -3.30757
C 5.60138 2.55757 2.65155
H -2.63865 1.56135 -1.18539
H -1.37769 0.32150 2.81638
C -1.12699 -0.58738 2.26232
C 4.19887 2.31899 4.63494
H 1.94082 2.58705 -3.60289
C -1.84782 -0.93423 1.12523
H -2.69143 3.57057 1.61018
C 4.58895 2.02670 1.85924
H 0.46318 0.29515 -4.46069
H -2.83037 3.33111 -0.98702
H -7.48626 -3.99678 -0.17807
H 2.80811 -1.21100 -2.54730
H 2.35060 2.86197 -1.88657
H -3.90999 -1.60376 -0.54242
H 2.27800 1.87948 0.69593
C 0.82470 -3.20308 -1.18260
H -7.44346 -4.42121 -2.64370
H 1.26624 -2.79350 -2.10744
H 1.35312 -2.86515 2.61884
H 3.63881 -2.02917 1.22185
P 1.44123 -2.28187 0.28213
H -1.52978 2.66828 -2.04288
C 1.58770 2.45166 -2.56817
H -2.67410 -0.29570 0.78040
C -6.66173 -3.80958 -2.18287
*
```

Results
Highest occupied orbital energy: -0.5429 hartree
Gap between HOMO and LUMO: 3.6 eV
Calculated total energy: -124414.15132 eV

(5)
C23H44NO14S | ωB97M-V with the def2-TZVPD basis set

Geometry as ORCA input:
```
! wB97M-V def2-TZVPD RIJCOSX def2/J DEFGRID3
* xyz 1 1
C 4.85842 1.56044 0.34952
H -7.49220 -0.04501 -1.76234
O -3.56605 -3.28444 4.20825
H 5.97330 8.97211 4.21952
C -4.34091 -0.87923 -0.52372
H -0.68586 -4.08157 6.59165
H 6.23268 -0.92773 -3.48639
O -1.87969 -4.42629 4.91585
N -6.11386 -5.48654 -1.50660
H -8.97225 -2.22630 -1.04808
O -5.55107 -3.16430 -2.08109
C -3.67838 -1.17632 2.99390
O 6.01075 5.99401 2.63035
C -6.52749 -0.54854 -1.82294
C 5.92924 0.47655 -1.39752
C -0.61726 -4.49245 5.58739
H 5.70068 8.72590 2.49019
H 1.05730 1.89539 -3.67739
O 7.01252 -0.23726 -1.68319
C -0.39024 -3.89589 -2.42575
H 7.06631 5.34206 -0.97982
C -5.75991 -0.30993 -0.52265
O 5.94089 0.74008 -0.09297
C 7.17760 -0.58484 -3.06608
H 5.44521 6.06756 -1.17117
H -5.30042 -2.31824 3.82006
O 5.78586 5.15266 0.65817
C -5.84543 -4.42535 -1.92078
H 0.62852 -3.76156 -2.78603
H -2.80566 0.19942 -0.04993
H -8.64749 -1.30949 1.22656
H -5.96569 -0.10933 -2.64119
C 7.75351 0.56841 -3.85965
H 4.60033 8.00130 3.65260
O -1.98434 -2.23220 5.43263
H -2.66871 -0.86341 3.25804
H -3.60906 -1.72952 2.06524
H -5.63448 0.77018 -0.44689
H 1.10498 0.73494 -5.01186
C -8.29099 -2.31959 1.38388
H 7.86634 -1.42721 -3.08091
H -8.50971 -2.81080 2.32010
H 5.64861 4.30883 -1.19145
C 6.50508 7.00687 3.51990
O 0.04667 0.16473 -3.30279
H -0.39786 -3.63243 -1.36711
H -6.79285 -3.60609 0.69024
O 5.08759 0.83701 -2.18042
H 4.89001 1.58858 1.43451
H 7.96595 0.25966 -4.88289
H -6.31051 -0.58940 0.36536
H -4.31230 -1.52816 5.03789
H 7.05929 1.40790 -3.89003
C -2.43085 -3.21598 4.90889
H 8.67538 0.92489 -3.39895
H -3.91278 -0.72553 -1.51350
O -3.53382 -0.21243 0.41633
C 6.00837 5.23532 -0.75164
C -7.63887 -2.98745 0.42726
H 0.14104 -3.96283 5.01312
H 3.89927 1.14982 0.04011
O 7.00711 7.03685 0.89082
H -4.36668 -1.93091 -0.23802
O 0.59537 -1.69598 -4.45605
H -0.65723 -4.94740 -2.53086
H -8.48309 -3.86055 -1.35272
C -4.27659 -2.04770 4.08059
H -2.37435 -3.20138 -2.84804
C 1.14438 0.84316 -3.93071
H 4.97804 2.57239 -0.02900
H 7.54748 7.23093 3.29707
C 6.33998 6.15115 1.35114
S -6.94628 -2.24495 -2.24112
C -1.35599 -3.02084 -3.19612
C -0.08068 -1.11015 -3.65867
H 2.08878 0.46368 -3.54445
C 5.64607 8.25214 3.46989
H -1.33127 -3.24384 -4.26243
O -1.09547 -1.63177 -2.95705
H 6.47065 6.57037 4.51629
H -0.34776 -5.54242 5.65030
H -4.28354 -0.28597 2.83694
C -8.12367 -2.90780 -0.98160
*
```

Results
Highest occupied orbital energy: -0.4383 hartree
Gap between HOMO and LUMO: 7.0 eV
Calculated total energy: -65543.99618 eV

(6)
C23H44NP3RuS | ωB97M-V with the def2-TZVPD basis set

Geometry as ORCA input:
```
! wB97M-V def2-TZVPD RIJCOSX def2/J DEFGRID3
* xyz 4 5
C -1.70814 -0.20429 -5.59959
H 1.57549 -1.45663 -5.79209
H -3.35648 1.18341 -1.34229
H -2.31595 0.44768 -6.23389
C -0.67942 0.37567 -4.82603
H 3.08752 2.74706 -1.87583
H 3.31337 -0.17852 1.13598
H 1.47252 -0.07708 2.55931
S 1.15557 -2.83348 -3.24176
H 1.17415 1.85517 2.75299
H 4.35421 1.00877 0.30075
H 2.13343 -3.66783 -5.16586
C 2.47626 -1.58429 -5.17192
H -3.85786 -0.19568 0.60355
C -3.15422 -1.02636 0.51172
C 2.48937 -2.87118 -4.49660
C -0.29449 -3.46842 2.56997
H -1.44001 3.73349 0.67735
C -0.00022 -1.82948 -4.14940
H 0.94400 -0.02146 -3.46950
P -1.87827 -0.66553 -0.78088
H 1.32128 2.59021 -2.11761
N 0.40075 -1.46491 1.43030
H -2.94294 -2.78622 -1.40288
C -0.18535 -2.67944 1.42057
C 2.13540 2.49452 -1.38722
H -0.86350 -4.39602 2.49890
P 2.17699 0.75241 -0.79064
C 0.98451 -1.05564 2.58743
C -1.81762 1.41536 2.15386
H -1.66960 0.53295 2.79707
H -0.61545 -2.99214 0.45602
H 1.43151 3.09227 1.45972
C 0.68274 2.51538 2.02237
C 0.13387 -0.44701 -4.06657
C -1.88540 -1.59699 -5.61938
H -2.80430 1.37484 1.66800
H 3.26180 -1.19422 -1.70463
H 3.37768 -1.32347 -5.72657
H 1.09145 -4.33476 5.29735
Ru 0.26006 -0.24175 -0.27180
H 0.02752 3.21303 2.56999
H -0.31239 3.41985 -0.69389
H 3.45016 -3.19224 -4.05738
H -0.44495 1.44435 -4.90287
H -1.01782 -3.51348 -5.02780
H -2.69191 -2.05047 -6.21004
H -1.75892 2.32544 2.77601
C -2.02556 -2.25234 -1.66617
H -2.69093 -1.22502 1.48252
H -0.60768 -4.64858 4.85661
H -1.95788 2.68608 -0.69734
H 1.39130 -1.40092 4.64804
H 0.56594 -3.98524 -3.58967
C -2.70501 0.50804 -1.90875
C 0.13745 -3.86195 5.02201
C -1.00159 -2.43455 -4.93664
H -1.94094 1.08409 -2.44109
H -3.29408 -0.04787 -2.64594
C 0.92886 -1.82664 3.76104
H -2.01766 -2.06478 -2.73824
H -1.18118 -2.90714 -1.43613
C -1.10982 2.99212 -0.06930
C 3.19498 -0.13990 -2.00475
P -0.44892 1.54935 0.88776
H -3.71053 -1.92526 0.22036
H 4.20762 0.28363 -2.05846
C 0.26538 -3.04404 3.77076
H 1.95785 3.19329 -0.55888
H 3.02976 1.56240 1.37343
H 2.75698 -0.11940 -3.00694
C 3.33183 0.80230 0.64537
H -0.18278 -3.22423 5.85592
*
```

Results
Highest occupied orbital energy (alpha / beta): -0.7323 / -0.7602 hartree
Gap between HOMO and LUMO (alpha / beta): 6.2 / 5.9 eV
Calculated total energy: -67294.95432 eV